1.
{
  "formula": "C11H10O5S",
  "method": "the ωB97M-V functional and the def2-TZVPD basis",
  "lumo_ev": -2.0,
  "relative_energy_kj_mol": 1313.25,
  "e_tot_ha": -1199.03518,
  "homo_energy_ev": -9.51,
  "mol_weight_g_mol": 254.26,
  "smiles": "CS(=O)(=O)c1cccc2c1C(=O)C=CC2=O.O",
  "spin_multiplicity": 1,
  "gap_ha": 0.2748,
  "species": ["C", "S", "O", "O", "C", "C", "C", "C", "C", "C", "C", "O", "C", "C", "C", "O", "H", "H", "H", "H", "H", "H", "H", "H", "O", "H", "H"],
  "coordinates": [[0.1174, 2.8328, 2.4158], [1.2252, 2.5067, 0.9193], [1.0777, 3.7409, -0.0522], [2.7332, 2.4123, 1.2533], [0.5136, 1.0247, 0.0217], [-0.3227, 1.3196, -1.3938], [-1.0354, 0.1024, -2.2504], [-0.8504, -1.4284, -1.6244], [-0.0263, -1.7287, -0.2387], [0.6765, -0.4911, 0.6244], [1.4291, -0.9140, 2.0181], [2.4901, -0.3179, 2.5675], [0.8201, -2.2653, 2.7916], [0.1793, -3.3955, 2.0127], [0.1297, -3.2636, 0.3548], [0.1765, -4.3296, -0.4479], [-0.9990, 2.8436, 1.9930], [0.1710, 1.9065, 3.1354], [0.3714, 3.8612, 2.9487], [-0.4199, 2.4494, -1.7553], [-1.6525, 0.3360, -3.2310], [-1.3647, -2.3039, -2.2082], [0.9205, -2.2774, 3.9638], [-0.2531, -4.3000, 2.6165], [-1.9071, 0.6928, -5.1261], [-2.8225, 0.5752, -5.4214], [-1.3776, 0.4113, -5.8872]],
  "atomic_forces_ev_per_a": [[-1.467, -0.708, 0.338], [4.370, 4.901, -2.588], [-0.875, -4.363, 3.067], [-5.327, -0.893, -0.272], [-1.829, -3.718, -1.890], [-0.058, -3.209, 1.046], [2.687, -0.583, 4.753], [1.369, 2.865, 1.559], [-0.218, 2.781, -0.911], [-1.912, 0.357, -2.940], [3.675, 1.105, 2.289], [-6.777, -3.355, -3.523], [-1.716, -2.164, -3.015], [2.070, 4.101, 1.506], [-0.157, -3.403, -2.451], [-0.439, 6.514, 4.913], [2.570, 0.158, 0.764], [0.218, 1.913, -1.323], [-0.202, -2.361, -1.447], [0.387, -2.750, 1.023], [1.600, -0.658, 2.249], [1.254, 1.743, 1.437], [-0.098, -0.029, -2.679], [1.017, 1.704, -1.694], [-0.339, -0.146, -0.613], [0.249, 0.096, 0.100], [-0.051, 0.103, 0.303]]
}

***

2.
{
  "formula": "C11H10Si",
  "method": "the ωB97M-V functional and the def2-TZVPD basis",
  "lumo_ev": -0.8,
  "relative_energy_kj_mol": 393.71,
  "e_tot_ha": -714.39187,
  "homo_energy_ev": -8.83,
  "mol_weight_g_mol": 170.29,
  "spin_multiplicity": 1,
  "gap_ha": 0.2951,
  "species": ["C", "C", "C", "C", "C", "C", "C", "C", "C", "C", "C", "Si", "H", "H", "H", "H", "H", "H", "H", "H", "H", "H"],
  "coordinates": [[0.6083, -0.9484, 4.1544], [-0.9169, -3.8225, -0.8479], [0.5225, -1.0283, 2.9902], [-0.3594, -2.8356, -0.4118], [-1.8326, 2.6498, -1.0041], [-1.1386, 1.9482, -2.0568], [-1.8330, 1.9875, 0.2207], [-0.5370, 0.7173, -1.7708], [-1.1407, 0.8214, 0.5247], [-0.4235, 0.1594, -0.5057], [2.3494, -1.0501, -0.3714], [0.5402, -1.3215, -0.0355], [0.7840, -0.9521, 5.2708], [-1.1955, -4.6296, -1.4159], [-2.4838, 3.5089, -1.2015], [-0.9707, 2.2349, -3.1001], [-2.3380, 2.5976, 1.0016], [-0.0136, 0.0759, -2.5306], [-1.1722, 0.5785, 1.6135], [2.9453, -1.9183, -0.3378], [2.3501, -0.7993, -1.4796], [2.8749, -0.2172, 0.1193]],
  "atomic_forces_ev_per_a": [[0.884, 0.172, 6.960], [1.562, 2.390, 0.778], [-0.431, -0.620, -7.410], [-0.060, -0.958, -0.153], [0.729, -2.238, -1.983], [-0.129, -0.230, 0.579], [-0.632, 2.054, 0.582], [1.311, -0.874, -0.764], [-0.006, 0.603, 0.509], [-1.683, 0.866, 2.085], [-0.515, 0.654, -1.692], [0.341, 1.004, 2.412], [-0.463, 0.114, -2.143], [-0.912, -1.545, -0.631], [0.695, -0.157, 0.179], [-0.671, 0.527, 0.481], [0.291, -1.057, -0.182], [-0.650, 1.296, 0.077], [0.435, -0.481, -1.199], [0.708, -1.155, 0.421], [-0.115, -0.053, 0.946], [-0.688, -0.313, 0.147]]
}

***

3.
{
  "formula": "C11H11BN2O",
  "method": "the ωB97M-V functional and the def2-TZVPD basis",
  "lumo_ev": [0.2, 0.2],
  "relative_energy_kj_mol": 349.84,
  "e_tot_ha": -635.19757,
  "homo_energy_ev": [-5.97, -7.24],
  "mol_weight_g_mol": 198.03,
  "spin_multiplicity": 1,
  "gap_ha": [0.2281, 0.2748],
  "species": ["B", "C", "C", "C", "C", "C", "C", "C", "C", "C", "C", "C", "N", "N", "O", "H", "H", "H", "H", "H", "H", "H", "H", "H", "H", "H"],
  "coordinates": [[0.6106, -2.0866, 0.3795], [3.3532, 0.5647, 1.3301], [-2.2806, 0.6854, -1.6052], [3.7793, 0.8571, 0.0109], [-1.1412, 1.3542, -1.1898], [2.3704, -0.3629, 1.4524], [-3.1881, 0.2908, -0.6288], [3.1288, 0.2610, -1.1240], [-1.0142, 1.6489, 0.1424], [1.7944, -0.9904, 0.2486], [-2.9525, 0.5914, 0.7098], [-1.8343, -2.7525, 0.3063], [2.1695, -0.6766, -0.9676], [-1.8886, 1.2520, 1.1020], [-0.5595, -2.4869, 0.3920], [3.7688, 1.1879, 2.1292], [-2.6270, 0.5131, -2.6431], [4.3676, 1.7207, -0.1594], [-0.3574, 1.5008, -1.8643], [1.8573, -0.5506, 2.3538], [-4.1547, -0.0820, -0.9751], [3.3996, 0.6031, -2.1813], [-0.2591, 2.2405, 0.5509], [-2.2479, -3.1295, -0.5455], [-3.6865, 0.4585, 1.4645], [-2.4079, -2.6122, 1.3118]],
  "atomic_forces_ev_per_a": [[3.283, 1.185, 0.093], [0.577, 0.695, -1.444], [-1.361, -0.469, 0.171], [-1.875, -0.718, -1.331], [-0.608, -0.785, 0.128], [-1.307, -1.058, -1.968], [-0.673, 0.468, -0.630], [0.949, 0.652, 1.123], [-1.431, -1.099, 1.039], [-1.041, -0.273, 2.484], [0.027, 0.327, -0.949], [-1.867, 0.950, 4.737], [0.771, 0.652, -1.377], [0.854, 0.753, -0.513], [-0.054, 0.495, -0.534], [-0.314, -0.585, -0.032], [0.963, 0.127, 0.559], [0.940, 0.429, -0.170], [1.046, 0.826, -0.938], [-0.174, -0.350, 1.124], [0.306, -0.233, 0.416], [-0.480, -0.696, 1.644], [1.558, 0.746, 0.178], [-0.629, -0.911, -2.122], [-0.615, -0.669, 0.544], [1.153, -0.462, -2.233]]
}

***

4.
{
  "formula": "C11H11ClN2O",
  "method": "the ωB97M-V functional and the def2-TZVPD basis",
  "lumo_ev": [0.6, -2.1],
  "e_tot_ha": -1070.50795,
  "homo_energy_ev": [-6.33, -9.39],
  "mol_weight_g_mol": 222.68,
  "spin_multiplicity": 3,
  "gap_ha": [0.2555, 0.2674],
  "species": ["C", "C", "C", "C", "C", "C", "C", "C", "C", "C", "C", "N", "N", "O", "Cl", "H", "H", "H", "H", "H", "H", "H", "H", "H", "H", "H"],
  "coordinates": [[-0.8543, -1.5063, -3.5795], [-1.6856, -0.5046, -3.2217], [0.0014, -2.1042, -2.6923], [-1.5924, 0.0536, -1.9447], [0.0005, -1.6460, -1.4001], [-0.7226, -0.4761, -0.9596], [-0.6701, -0.0704, 0.4314], [0.1484, 0.7953, 2.4375], [0.6344, 0.0063, 1.2626], [1.0034, 1.4891, 3.4608], [1.7013, 0.6627, 0.3580], [-1.6187, 0.5596, 1.0822], [-1.1207, 1.0471, 2.2811], [-1.8854, 1.6175, 3.0205], [1.3034, -1.4836, 1.8735], [-0.8848, -1.9317, -4.5937], [-2.4369, 0.0957, -3.8331], [0.7684, -2.9270, -2.8928], [-2.1290, 0.9549, -1.8000], [0.5593, -2.2584, -0.7374], [0.3538, 1.7041, 4.3491], [1.4429, 2.4914, 3.0539], [1.7834, 0.8865, 3.8289], [2.6830, 0.7397, 0.7913], [1.3618, 1.6569, -0.0038], [1.8554, 0.1481, -0.5723]],
  "atomic_forces_ev_per_a": [[0.124, -1.808, -2.907], [-1.603, 2.845, 0.732], [1.435, -0.736, 0.846], [1.143, -0.569, 0.579], [-0.393, 1.172, 0.763], [-0.629, -2.040, -1.411], [1.327, 0.612, 1.318], [6.460, -0.433, 0.881], [-0.540, 1.671, -1.651], [-1.735, 1.903, -0.373], [-0.249, 1.132, -0.119], [-0.543, 0.631, 0.689], [-4.847, -1.431, -5.245], [-1.247, 1.606, 2.664], [0.641, -1.943, 0.569], [-0.083, 0.417, 0.333], [1.284, -1.534, 0.123], [-1.608, 1.122, -0.252], [-0.574, 0.613, 0.642], [0.539, 0.069, 0.952], [0.533, 0.173, -0.828], [-0.751, -1.630, 0.663], [1.136, -0.864, 0.051], [0.287, 0.170, 0.589], [0.114, -0.323, 0.621], [-0.219, -0.826, -0.230]]
}

***

5.
{
  "formula": "C11H11N",
  "method": "the ωB97M-V functional and the def2-TZVPD basis",
  "lumo_ev": 0.2,
  "relative_energy_kj_mol": 266.70,
  "e_tot_ha": -480.42810,
  "homo_energy_ev": -8.34,
  "mol_weight_g_mol": 157.22,
  "smiles": "Cc1ccc2c(C)ccnc2c1",
  "spin_multiplicity": 1,
  "gap_ha": 0.3153,
  "species": ["C", "C", "C", "C", "C", "C", "C", "C", "C", "N", "C", "C", "H", "H", "H", "H", "H", "H", "H", "H", "H", "H", "H"],
  "coordinates": [[-3.7297, 0.1841, -0.0933], [-2.2454, 0.2089, -0.1236], [-1.6445, -0.9783, -0.0576], [-0.2351, -1.2327, 0.0497], [0.5235, -0.1915, 0.1368], [1.8958, -0.3215, 0.0443], [2.7160, -1.6330, 0.0821], [2.6869, 0.8545, -0.3546], [1.9437, 2.0844, -0.0361], [0.6995, 2.2698, 0.1744], [-0.0261, 1.1077, 0.0444], [-1.4139, 1.3183, 0.1051], [-3.9183, -0.2950, 1.0114], [-4.0934, -0.3800, -0.9316], [-4.2129, 1.1833, 0.0707], [-2.1590, -1.9288, -0.2186], [0.0806, -2.3878, 0.0472], [2.5749, -2.2327, 0.9440], [2.5075, -2.3374, -0.7518], [3.8223, -1.5565, 0.1776], [3.7846, 0.8868, -0.4215], [2.3490, 3.0398, 0.0462], [-1.9058, 2.3375, 0.0548]],
  "atomic_forces_ev_per_a": [[-0.589, 0.713, 3.778], [0.115, 2.566, 1.279], [3.190, -5.078, -0.761], [-5.868, -5.888, -0.022], [2.955, 3.542, -0.460], [6.715, 2.013, -2.205], [0.091, -0.203, -0.571], [-3.365, -1.095, 3.154], [1.901, -0.476, -1.007], [-1.200, -1.901, -0.396], [-1.991, 1.902, 1.841], [-1.452, -0.019, -1.765], [-0.178, 0.517, -2.935], [-0.692, -0.264, 0.006], [0.494, -0.759, -0.848], [-0.625, 0.479, 0.188], [-0.401, 3.051, 0.030], [-1.026, -0.487, 1.171], [0.000, 0.668, 0.213], [-0.701, 0.885, -0.691], [-0.764, -0.247, -0.156], [2.211, 1.237, -0.166], [1.180, -1.155, 0.324]]
}

***

6.
{
  "formula": "C11H11N2O",
  "method": "the ωB97M-V functional and the def2-TZVPD basis",
  "lumo_ev": -3.7,
  "relative_energy_kj_mol": 265.39,
  "e_tot_ha": -610.20695,
  "homo_energy_ev": -12.93,
  "mol_weight_g_mol": 187.22,
  "smiles": "O=C1C[N@@H+]2C=Cc3ccccc3[C@@H]2N1",
  "total_charge": 1,
  "spin_multiplicity": 1,
  "gap_ha": 0.3387,
  "species": ["O", "C", "C", "N", "C", "C", "C", "C", "C", "C", "C", "C", "C", "N", "H", "H", "H", "H", "H", "H", "H", "H", "H", "H", "H"],
  "coordinates": [[1.0181, 1.2855, 3.4733], [1.0733, 0.6452, 2.5132], [1.7839, 0.7879, 1.1628], [1.7771, -0.6031, 0.6412], [2.0479, -0.5477, -0.8210], [1.0734, -0.2877, -1.7048], [-0.3570, -0.0214, -1.3886], [-1.2215, 0.4580, -2.3725], [-2.5321, 0.6092, -1.9267], [-2.8335, 0.4255, -0.5793], [-1.9717, -0.2272, 0.3249], [-0.6630, -0.3977, -0.0706], [0.3249, -0.9809, 0.8868], [0.2437, -0.4886, 2.2507], [1.1990, 1.4195, 0.4835], [2.8581, 1.1563, 1.0581], [2.5053, -1.1796, 0.9311], [3.1188, -0.7821, -1.1063], [1.3391, -0.2352, -2.8255], [-0.8886, 0.6408, -3.2812], [-3.1880, 1.0092, -2.6245], [-3.9154, 0.6031, -0.2676], [-2.3642, -0.4304, 1.3730], [0.1846, -2.0964, 1.1503], [-0.6121, -0.7621, 2.7195]],
  "atomic_forces_ev_per_a": [[0.668, 2.085, 2.482], [-2.100, -2.586, -2.744], [2.833, 0.958, 0.249], [-2.839, 1.921, -4.107], [0.781, -0.457, -1.645], [0.512, 0.364, -1.734], [2.747, -0.962, 0.079], [-1.553, -1.665, 5.992], [1.790, 0.441, 0.793], [-2.318, -1.137, 0.248], [-1.166, 1.132, 1.035], [-0.844, 0.411, -0.842], [0.563, -2.645, 2.978], [0.155, 0.693, -0.197], [-0.109, -0.311, 0.228], [-1.446, -0.290, 0.859], [1.014, -1.475, 1.916], [-1.538, 0.424, 0.469], [-0.140, -0.176, 2.013], [1.309, 0.873, -4.198], [-1.634, 0.572, -0.789], [1.685, -0.161, -0.324], [0.663, 0.165, -1.552], [0.506, 1.223, -1.807], [0.462, 0.602, 0.597]]
}